Entry 1:
Formula: C20H20N7STc
Source: the OMol25 dataset
Level of theory: the ωB97M-V functional and the def2-TZVPD basis

Computed properties:
2S+1: 2
expectation value of S²: 1.172
HOMO-LUMO gap (alpha / beta): 3.3 / 3.2 eV
total charge: +3
E_tot: -44499.165 eV

The geometry in XYZ format:
```
49
Properties=species:S:1:pos:R:3:forces:R:3:nbo_charge:R:1
Tc 0.056823 0.353972 0.481877 -0.600 1.154 -2.194 1.2061
C 2.732371 -0.478891 -5.000901 -0.165 0.155 0.146 -0.6194
C 2.197817 0.881215 -4.542228 0.250 -0.405 -0.477 -0.2323
N 2.437813 1.088321 -3.108495 0.353 0.272 0.600 -0.4722
C 1.612806 0.755208 -2.147350 -0.598 -0.157 -0.479 0.2817
S 2.066001 1.077827 -0.461912 -1.050 -0.823 0.664 0.2331
N 0.457276 0.151764 -2.459032 0.515 0.216 -0.310 -0.3140
N -0.317371 -0.182435 -1.452322 0.285 0.243 1.435 -0.1923
C -1.385956 -0.956430 -1.691436 0.166 0.032 0.211 0.3874
C -1.758443 -1.420210 -3.039649 0.039 0.056 -0.110 -0.7133
C -2.095233 -1.367806 -0.494776 -0.199 -0.037 -0.178 0.1153
C -3.198869 -2.210495 -0.503722 0.194 0.220 -0.142 -0.1446
C -3.741317 -2.632207 0.706668 0.028 -0.017 0.034 -0.0695
C -3.163709 -2.203360 1.891221 0.179 0.203 0.017 -0.1717
C -2.077749 -1.331790 1.834599 -0.350 -0.423 0.438 0.0834
N -1.559670 -0.914434 0.677860 0.374 -0.248 0.364 -0.5006
H 2.667639 -0.530696 -6.086134 -0.007 -0.046 -0.001 0.2615
H 2.143181 -1.290946 -4.573689 0.039 -0.023 -0.029 0.2113
H 3.775627 -0.611561 -4.714905 -0.001 0.025 -0.046 0.2333
H 1.130713 0.970085 -4.724471 -0.013 0.082 0.012 0.2263
H 2.718034 1.678658 -5.071928 -0.078 0.073 0.130 0.2471
H 3.363175 1.415203 -2.835580 -0.224 0.016 -0.109 0.4417
H -1.093007 -1.010499 -3.790138 -0.032 0.000 -0.041 0.2884
H -2.790616 -1.138596 -3.269242 0.009 0.029 0.033 0.2897
H -1.714404 -2.513616 -3.082808 0.020 0.002 0.046 0.2952
H -3.622375 -2.537427 -1.444294 0.035 -0.042 0.031 0.2734
H -4.594320 -3.298746 0.720941 -0.001 -0.006 -0.012 0.2836
H -3.540134 -2.530343 2.851672 0.004 0.057 0.005 0.2875
H -1.624554 -0.959690 2.746986 0.036 -0.027 -0.008 0.2437
N -1.855372 10.658292 -1.512314 -0.004 -0.075 0.015 -0.1616
C -1.876116 9.537315 -1.263689 -0.027 0.197 -0.106 0.2096
C -1.886484 8.140675 -0.950784 -0.016 -0.119 0.085 -0.0923
C -0.803617 7.341509 -1.318404 -0.040 -0.010 0.047 -0.1198
C -0.788925 6.004253 -0.978430 0.072 -0.253 0.010 -0.2377
C -1.852497 5.453270 -0.269122 -0.004 0.676 -0.184 0.1745
C -2.939732 6.245867 0.083447 -0.083 -0.251 0.138 -0.2103
C -2.961711 7.583978 -0.260957 0.121 0.019 -0.057 -0.1296
N -1.831239 4.065760 0.097108 0.223 -0.437 -0.018 -0.2788
C -2.891863 3.349710 0.622322 0.001 -0.300 0.075 0.0007
C -2.467442 2.081181 0.818242 -0.424 0.117 0.111 -0.0872
N -1.142760 2.002752 0.417483 0.875 -0.763 -0.060 -0.5016
C -0.801274 3.227921 -0.016150 0.070 0.466 0.016 0.2373
H 0.019991 7.773981 -1.868433 0.015 0.002 0.015 0.2595
H 0.059838 5.403712 -1.278654 -0.008 0.039 -0.039 0.2120
H -3.774183 5.850026 0.644799 -0.001 0.004 0.000 0.2304
H -3.806602 8.200403 0.011267 0.008 0.007 0.032 0.2664
H -3.862792 3.766981 0.816190 0.021 0.097 -0.037 0.2768
H -3.023299 1.259739 1.231492 0.052 -0.047 -0.039 0.2458
H 0.182158 3.498200 -0.356186 -0.056 0.050 -0.033 0.2459
```
Forces are in eV/Å.

=====

Entry 2:
Formula: C20H21BF2N
Source: the OMol25 dataset
Level of theory: the ωB97M-V functional and the def2-TZVPD basis

Computed properties:
2S+1: 1
energy relative to the best compared isomer or geometry (same formula, charge and spin): 77.4 kJ/mol
HOMO-LUMO gap: 5.6 eV
total charge: +1
E_tot: -28674.775 eV

The geometry in XYZ format:
```
45
Properties=species:S:1:pos:R:3:forces:R:3:nbo_charge:R:1
C 5.096426 1.953998 9.583730 0.624 0.279 0.412 -0.6473
C 3.819576 1.302068 9.212625 -0.245 -0.292 -0.215 -0.0180
C 2.783185 2.097971 8.746419 0.173 0.393 -0.083 0.3934
F 3.014369 3.443182 8.670725 -0.228 -0.784 -0.027 -0.3255
C 1.544647 1.611705 8.380165 -0.031 -0.008 0.448 -0.2830
C 1.296722 0.249286 8.521852 0.354 0.441 -0.392 -0.0032
C -0.066890 -0.340093 8.303098 0.356 -0.189 -0.886 -0.4304
C -1.313589 0.472826 8.483060 -0.339 0.317 -0.043 -0.0102
C -1.414159 1.528149 9.396231 0.165 -0.425 0.348 -0.3200
C -2.675292 1.898440 9.810528 -0.641 -0.078 0.772 0.4708
F -2.819995 2.732676 10.899712 0.363 -0.378 -1.038 -0.3422
C -3.845485 1.338274 9.306408 0.257 0.030 -0.259 -0.1068
C -5.161824 1.715941 9.881271 -0.783 0.121 0.200 -0.6309
C -3.723255 0.415606 8.261226 -0.079 0.501 0.300 -0.1819
C -2.472314 -0.021146 7.876483 0.371 -0.288 -0.057 -0.2164
C 2.374878 -0.584120 8.831400 -0.586 -0.206 0.422 -0.2337
C 3.593827 -0.077708 9.244500 0.193 0.179 -0.322 -0.2230
H 5.820640 1.234500 9.980329 -0.122 0.112 -0.164 0.2155
H 5.537506 2.476956 8.722987 -0.076 -0.151 0.278 0.2379
H 4.907618 2.703606 10.362036 0.174 -0.046 -0.175 0.2306
H 0.773776 2.300672 8.067323 -0.006 0.036 -0.037 0.2440
H -0.094689 -0.838742 7.322069 -0.032 0.209 0.090 0.2324
H -0.543039 1.946711 9.898977 -0.241 -0.122 -0.112 0.2350
H -5.970908 1.194406 9.370917 0.038 0.050 -0.161 0.2184
H -5.271046 1.442755 10.939652 0.298 0.177 -0.177 0.2286
H -5.342538 2.790295 9.790025 0.000 -0.092 0.112 0.2340
H -4.621168 0.048104 7.766159 0.183 -0.052 0.229 0.2223
H -2.378645 -0.837263 7.156009 -0.041 0.311 0.097 0.2110
H 2.225459 -1.660052 8.763620 0.014 0.032 0.222 0.1936
H 4.379641 -0.775399 9.551783 -0.131 0.407 -0.154 0.2144
H -0.166616 -1.150507 9.005735 0.004 -0.574 0.426 0.1946
B -0.000281 -4.829794 10.707829 -0.216 1.627 -1.149 0.6730
N 0.781035 -4.391924 11.903316 1.103 0.369 2.492 -0.5511
C 1.226355 -5.226743 12.918544 -0.255 0.421 -0.963 0.0938
C 2.000128 -4.744377 13.964529 -0.025 -0.441 0.380 -0.2264
C 2.402893 -3.408299 14.017595 -0.472 -0.303 -0.903 -0.0735
C 1.954060 -2.579230 12.977895 0.395 0.210 0.496 -0.2193
C 1.099990 -3.054218 12.000270 -0.001 -0.479 -0.186 0.0913
H -1.058990 -4.279494 10.592722 0.144 -0.588 0.155 -0.0488
H 0.602685 -5.253248 9.775067 -0.187 -0.694 0.448 -0.0424
H 0.915824 -6.279389 12.840651 0.296 0.601 0.061 0.2457
H 2.305423 -5.435899 14.761653 -0.226 0.265 -0.512 0.2657
H 3.041542 -3.052200 14.829746 -0.249 -0.033 -0.383 0.2626
H 2.288992 -1.538919 12.931620 -0.402 -0.332 -0.003 0.2689
H 0.684465 -2.348434 11.274178 0.107 -0.533 0.010 0.2565
```
Forces are in eV/Å.

=====

> Number 2 is which compound?

C20H21BF2N

=====

> Among the records above, which one has the lowest total charge?

C20H21BF2N